Model P:
Entry from OMol25: a 2-piece molecular cluster, C5H7NO3 overall (wB97M-V/def2-TZVPD).

Positions of all 16 atoms, in Å:
C: 0.56121 -1.17000 2.59117
C: 0.70547 -0.27220 1.42232
C: 1.10303 0.81043 0.80864
O: 2.00102 1.30440 -0.00420
O: -0.24053 0.89120 0.85958
H: 0.68625 -0.47570 3.49789
H: -0.44301 -1.63446 2.38630
H: 1.37220 -1.89761 2.50875
H: 1.60452 2.07580 -0.51357
C: -2.10385 0.56586 -2.33439
N: -1.45910 -0.32282 -1.48737
C: -1.44689 -1.22359 -0.70699
O: -1.34874 -2.02520 0.18598
H: -2.97819 1.04678 -1.82994
H: -1.40784 1.47712 -2.63054
H: -2.50887 0.20144 -3.30221

Output
M = 129.115 g/mol
Highest occupied orbital energy = -7.2 eV

---

Model Q:
Entry from OMol25: one molecule with the formula C5H7NO3 (wB97M-V/def2-TZVPD).

Positions of all 16 atoms, in Å:
C: 0.20904 0.69828 1.92907
C: 0.42803 0.43019 0.65917
C: 0.53241 -1.02707 0.19826
O: 0.70345 1.48401 -0.30136
C: 0.92700 1.18442 -1.55611
O: 1.57558 1.87709 -2.23793
N: 0.29904 0.01410 -2.03881
C: -1.08651 0.04265 -1.81475
O: -1.80021 -0.65480 -2.47509
H: -0.04708 -0.01711 2.66308
H: 0.23157 1.69020 2.44157
H: 1.55380 -1.11050 -0.15250
H: -0.23862 -1.32051 -0.53108
H: 0.43454 -1.62772 1.11920
H: 0.61465 -0.27860 -2.92424
H: -1.30786 0.61016 -0.97854

Output
M = 129.115 g/mol
Highest occupied orbital energy = -10.1 eV

---

Going by the energies, model Q is most stable and the next is 3.497 eV up.

---

Model P:
Entry from OMol25: C2H10N3 as an isolated structure (wB97M-V/def2-TZVPD).

Positions of all 15 atoms, in Å:
C: -2.03288 -0.80047 -1.22312
N: -0.96454 0.25907 -1.31149
H: -2.87395 -0.44473 -1.83814
H: -1.66434 -1.78819 -1.48999
H: -2.35563 -0.75900 -0.18644
H: -1.37455 1.18456 -1.37091
H: -0.40979 0.15714 -2.15516
H: -0.31546 0.25127 -0.13044
N: 2.43021 0.21738 1.80543
C: 1.55756 0.04700 0.82356
N: 0.38500 0.62614 0.83286
H: 3.36356 -0.15451 1.86019
H: 2.24835 0.69926 2.67138
H: 1.73282 -0.66130 0.02798
H: 0.27365 1.16639 1.68429

Output
M = 76.123 g/mol
Highest occupied orbital energy = -14.7 eV
Charge = +1

---

Model Q:
Entry from OMol25: C2H10N3 as an isolated structure (wB97M-V/def2-TZVPD).

Positions of all 15 atoms, in Å:
C: 1.15703 -0.49918 -0.85474
N: 0.37287 2.20151 -0.91943
C: -0.26144 1.29660 -0.16867
N: 0.01066 0.04490 -0.11469
H: 0.98375 -0.52757 -1.92565
H: 1.36074 -1.48861 -0.47729
H: 2.04155 0.10635 -0.65549
H: 0.03063 3.14278 -0.95497
H: 1.05128 1.94193 -1.61981
H: -0.96418 1.72335 0.53663
N: -1.17197 -1.62827 1.45519
H: -0.50641 -1.99158 2.13414
H: -1.90979 -1.17239 1.98400
H: -0.58020 -0.73704 0.59498
H: -1.61453 -2.41280 0.98580

Output
M = 76.123 g/mol
Highest occupied orbital energy = -14.4 eV
Charge = +1

---

Model R:
Entry from OMol25: C2H10N3 as an isolated structure (wB97M-V/def2-TZVPD).

Positions of all 15 atoms, in Å:
C: -0.91034 1.69176 -1.29337
N: -1.22673 0.41326 -0.63226
H: -1.83803 2.25013 -1.46475
H: -0.42829 1.52009 -2.25016
H: -0.29821 2.31355 -0.64296
H: -1.75836 0.61007 0.20602
H: -1.68839 -0.27958 -1.20514
H: 0.00072 -0.05606 -0.24739
N: 0.64989 -1.75756 1.76919
C: 1.51579 -0.99400 1.11365
N: 1.13854 -0.46582 -0.03282
H: 0.72733 -2.10364 2.70708
H: -0.24378 -1.80979 1.31498
H: 2.53965 -0.83249 1.44461
H: 1.82020 -0.49992 -0.78667

Output
M = 76.123 g/mol
Highest occupied orbital energy = -14.4 eV
Charge = +1

---

Going by the energies, model Q is most stable and the next is 0.632 eV up.